Entry 1:
155
Properties=species:S:1:pos:R:3:lowdin_charge:R:1 method="wB97M-V/def2-TZVPD" gap_ev=6.965 lumo_energy_ev=-4.401 charge=+1
C -6.1702 -2.9383 -0.8262 -0.0555
N -6.0899 -1.5307 -1.2717 -0.1000
C -7.2462 -1.1490 -2.0969 -0.1222
B -4.8742 -1.1781 -1.9246 -0.6723
O -4.7674 -1.0036 -3.2851 0.1755
C -3.5243 -0.8396 -1.0630 -0.5322
Cl -3.7420 -1.1697 0.6688 0.8131
C -3.2792 0.6166 -1.3880 0.0130
N -2.0469 0.9139 -1.5023 0.2259
C -1.2125 -0.2606 -1.1960 -0.2412
C 0.2791 -0.2550 -1.5587 0.0210
B 1.1506 0.1102 -0.2776 -0.6465
O 2.1684 -0.6556 0.1753 0.2099
O 0.8378 1.2685 0.4232 0.1082
C -2.1085 -1.4647 -1.4636 -0.1480
C -1.9715 -1.9721 -2.8776 -0.2323
O -1.9165 -1.2055 -3.7957 0.2070
C -1.8103 -3.4957 -3.0985 -0.3147
F -1.9732 -4.1496 -1.9172 0.1183
F -0.5092 -3.6476 -3.4417 0.1410
C -2.7141 -4.1251 -4.2161 -0.3161
F -1.9199 -4.7763 -5.0995 0.1535
F -3.3742 -3.1670 -4.8951 0.1600
C -3.7355 -5.1946 -3.7336 -0.3393
F -4.4223 -4.7458 -2.6442 0.1314
F -4.6298 -5.3233 -4.7299 0.1631
C -3.1377 -6.6119 -3.4893 -0.4049
O -3.6284 -7.5413 -4.0265 0.2253
O -2.0749 -6.7234 -2.6698 0.1104
H -5.1801 -3.3196 -0.5985 0.0641
H -6.6541 -3.5319 -1.5985 0.0878
H -6.7687 -3.0034 0.0800 0.0940
H -7.4757 -1.8510 -2.9057 -0.0456
H -8.1397 -1.0858 -1.4753 0.0942
H -7.0970 -0.1736 -2.5460 0.0542
H -4.7490 -1.8275 -3.7835 0.1123
H -4.0942 1.3064 -1.5607 0.0904
H -1.7061 1.8321 -1.7650 0.2045
H -1.2187 -0.2296 -0.1032 0.1317
H 0.5858 -1.1722 -2.0549 0.1158
H 0.4460 0.5630 -2.2636 0.1316
H 2.2998 -1.4359 -0.3744 0.1198
H 0.2578 1.0396 1.1607 0.0768
H -1.8108 -2.1452 -0.6772 0.1373
H -2.3006 -6.3956 -1.7879 0.1286
C 1.6607 4.5262 0.8800 -1.0176
Cl 2.7009 4.5234 2.3057 0.5324
Cl 0.3381 5.6939 1.0115 0.5092
H 2.2634 4.7818 0.0168 0.0288
H 1.2395 3.5356 0.7699 -0.0150
C -6.7329 1.6688 1.1505 -0.9627
Cl -5.3889 1.9293 2.2573 0.4978
Cl -6.2200 1.7773 -0.5448 0.6034
H -7.1379 0.6771 1.3168 0.0345
H -7.4880 2.4255 1.3243 0.0368
C 5.9736 4.8485 4.1141 -0.9981
Cl 7.4235 5.3625 3.2504 0.5261
Cl 6.2797 3.4320 5.1270 0.5004
H 5.6371 5.6598 4.7479 0.0335
H 5.2115 4.5958 3.3879 -0.0413
C -9.9449 -2.4107 -5.4792 -0.9766
Cl -8.9393 -2.8202 -4.0727 0.5731
Cl -9.4019 -0.9040 -6.2175 0.5162
H -9.8785 -3.2084 -6.2089 0.0337
H -10.9677 -2.2858 -5.1442 -0.0022
C 3.1780 0.2916 3.3455 -0.9762
Cl 1.5843 1.0361 3.5938 0.5381
Cl 4.4777 1.4834 3.3755 0.5143
H 3.3457 -0.4194 4.1450 0.0298
H 3.1784 -0.2077 2.3850 0.0033
C -1.2809 -10.0724 -3.1170 -1.0241
Cl -0.7915 -10.4236 -1.4495 0.5236
Cl -1.8236 -11.5211 -3.9637 0.5293
H -2.0930 -9.3576 -3.0955 -0.0117
H -0.4281 -9.6603 -3.6425 0.0301
C 2.0564 -8.4270 -0.3054 -1.0124
Cl 0.9404 -7.1774 -0.8980 0.4760
Cl 3.6292 -8.3003 -1.0909 0.5076
H 2.1826 -8.2987 0.7625 0.0289
H 1.6330 -9.3987 -0.5244 -0.0227
C 1.1544 -5.3890 -6.2928 -1.0264
Cl 2.2655 -5.2520 -4.9252 0.4952
Cl 1.9276 -4.9663 -7.8233 0.5360
H 0.8065 -6.4135 -6.3527 0.0308
H 0.3247 -4.7143 -6.1307 -0.0023
C 7.1893 1.5383 8.5197 -1.0120
Cl 5.9784 0.5727 9.3692 0.5100
Cl 7.5625 3.0317 9.3910 0.5369
H 8.0964 0.9545 8.4245 0.0311
H 6.8047 1.7961 7.5409 -0.0162
C -13.1116 -0.5027 -2.9497 -1.0061
Cl -11.3687 -0.7267 -2.7191 0.5102
Cl -13.4784 0.0705 -4.5775 0.5210
H -13.6026 -1.4557 -2.7973 0.0268
H -13.4642 0.2270 -2.2318 0.0262
C -9.7928 0.1208 -9.8001 -1.0170
Cl -11.1314 -0.8811 -9.2306 0.4953
Cl -9.5421 1.5437 -8.7751 0.4916
H -8.8866 -0.4722 -9.7934 0.0237
H -10.0189 0.4577 -10.8038 0.0254
C 10.8892 5.2931 4.5785 -1.0412
Cl 11.5620 3.8435 5.3319 0.5080
Cl 12.0456 6.0766 3.4922 0.4866
H 10.0161 5.0103 4.0049 -0.0507
H 10.6209 5.9951 5.3583 0.0276
C 8.2933 8.3401 0.5082 -0.9932
Cl 9.6462 7.7378 1.4706 0.4993
Cl 6.9775 7.1559 0.4495 0.4944
H 7.9171 9.2530 0.9527 0.0272
H 8.6411 8.5247 -0.5005 0.0262
C 10.6301 3.6523 11.2636 -1.0643
Cl 12.0866 4.1597 10.3941 0.4997
Cl 10.9271 2.2326 12.2744 0.5064
H 10.3018 4.4654 11.8949 -0.0542
H 9.8637 3.4049 10.5399 -0.0569
C 6.1592 -5.2474 -1.8624 -1.0075
Cl 4.5948 -5.2584 -2.6898 0.4554
Cl 5.9970 -5.7368 -0.1722 0.4944
H 6.8175 -5.9444 -2.3659 0.0292
H 6.5695 -4.2462 -1.8992 0.0246
C 9.0355 7.3299 12.8804 -1.0015
Cl 10.0850 7.1484 14.2891 0.5258
Cl 8.2115 5.8175 12.4751 0.5419
H 8.2880 8.0824 13.0976 0.0251
H 9.6418 7.6309 12.0348 0.0292
C -8.5324 2.7982 -5.2173 -1.0436
Cl -7.4679 2.8320 -3.8012 0.4625
Cl -9.8158 3.9990 -5.1041 0.5231
H -7.9363 3.0080 -6.0975 -0.0302
H -8.9806 1.8136 -5.2828 -0.0210
C -6.4113 0.5735 6.2646 -1.0092
Cl -5.0234 -0.3614 5.6892 0.4936
Cl -7.2240 1.4215 4.9435 0.4874
H -7.1168 -0.1044 6.7279 0.0261
H -6.0615 1.3071 6.9799 0.0274
C 12.6363 6.6326 17.1974 -1.0409
Cl 14.0835 7.1266 16.3113 0.4998
Cl 12.9412 5.2244 18.2197 0.5054
H 12.3165 7.4547 17.8256 0.0249
H 11.8606 6.3799 16.4850 -0.0196
C -0.7846 -5.7991 -10.5057 -1.0474
Cl 0.7324 -6.5485 -11.0044 0.4993
Cl -1.4794 -4.7818 -11.7731 0.5050
H -1.4933 -6.5823 -10.2654 0.0231
H -0.5888 -5.1812 -9.6371 -0.0073
C -5.5776 5.1234 -7.2756 -1.0006
Cl -7.2637 5.1795 -7.7935 0.5329
Cl -5.4197 4.8406 -5.5318 0.4939
H -5.0797 4.3177 -7.8004 0.0253
H -5.1148 6.0734 -7.5119 0.0247
C 8.9653 3.9849 -0.4565 -1.0318
Cl 10.0254 3.7707 0.9360 0.5051
Cl 8.1163 2.4907 -0.8872 0.4932
H 8.2289 4.7409 -0.2135 -0.0353
H 9.5658 4.2956 -1.3026 0.0275

=====

Entry 2:
115
Properties=species:S:1:pos:R:3:mulliken_spin:R:1 method="wB97M-V/def2-TZVPD" gap_ev="7.109 / 5.126" s2=2.005 lumo_energy_ev="0.249 / -1.733" de_lowest_kj_mol=22.41 multiplicity=3
Pd -15.4905 -0.1780 -13.0965 1.2612
C -17.6774 3.5259 -16.0720 -0.0029
C -17.4456 2.8228 -14.8229 0.0233
C -17.6198 3.2771 -13.4785 0.0355
C -17.4273 2.1601 -12.6631 -0.0244
N -17.1069 1.0788 -13.4483 0.1476
N -17.0135 1.5280 -14.7997 0.0022
B -16.3396 0.6596 -15.8848 0.0078
N -14.7885 0.8285 -15.7361 -0.0029
N -14.2855 0.5359 -14.4459 0.1836
C -12.9550 0.5169 -14.4718 -0.0318
C -12.5405 0.8790 -15.8382 0.0301
C -13.7179 1.0351 -16.5823 0.0080
C -13.8493 1.3115 -18.0893 -0.0004
C -12.0824 0.2627 -13.2863 0.0511
C -10.6115 0.5533 -13.6848 0.0038
C -12.5370 1.2705 -12.2214 -0.0219
C -12.1349 -1.1982 -12.7559 0.0220
N -16.8032 -0.8557 -15.6146 -0.0036
N -16.2209 -1.4352 -14.5185 0.1529
C -16.9345 -2.5634 -14.2427 -0.0089
C -17.9634 -2.7153 -15.2379 0.0238
C -17.9460 -1.5137 -15.9491 0.0299
C -18.7991 -1.1001 -17.1288 -0.0026
C -16.5915 -3.4560 -13.0685 0.0147
C -15.0760 -3.8651 -13.1779 -0.0390
C -17.4913 -4.7179 -13.2509 0.0034
C -16.9562 -2.7942 -11.7288 0.0215
C -17.4822 1.9925 -11.1443 0.0219
C -16.2065 2.5813 -10.5326 0.0021
C -17.8077 0.5079 -10.8000 -0.0032
C -18.6466 2.8904 -10.6512 0.0014
H -18.1635 4.4964 -15.8871 -0.0005
H -18.3969 2.9258 -16.6873 0.0018
H -16.7810 3.7823 -16.7301 0.0024
H -17.7975 4.2988 -13.1305 0.0015
H -16.6091 1.0456 -17.0416 -0.0007
H -11.5534 1.1143 -16.0241 0.0013
H -14.5232 2.2021 -18.2345 0.0003
H -14.3284 0.4188 -18.4895 0.0002
H -12.8703 1.3399 -18.5375 0.0005
H -10.5580 1.4922 -14.2217 -0.0001
H -10.2183 -0.2604 -14.3396 -0.0012
H -9.9330 0.6232 -12.8166 -0.0007
H -12.3919 2.3158 -12.5355 0.0028
H -11.9403 1.0519 -11.2939 -0.0018
H -13.5806 1.0790 -11.8751 0.0125
H -11.9639 -1.8927 -13.6095 -0.0154
H -13.0747 -1.5065 -12.1600 0.0125
H -11.3465 -1.3496 -12.0155 -0.0019
H -18.6767 -3.5035 -15.3810 0.0028
H -19.7014 -1.7215 -17.1443 0.0008
H -18.2991 -1.3299 -18.1143 0.0016
H -19.0355 0.0016 -17.0919 0.0005
H -14.8161 -4.2042 -14.1891 0.0039
H -14.8645 -4.6603 -12.4443 -0.0012
H -14.4648 -2.9521 -13.0699 0.0333
H -17.3537 -5.1932 -14.2497 0.0000
H -18.5618 -4.4370 -13.1889 0.0000
H -17.3144 -5.4868 -12.5428 -0.0010
H -16.1841 -2.0250 -11.4779 -0.0044
H -16.8990 -3.5885 -10.9718 -0.0014
H -17.9870 -2.3807 -11.8946 -0.0016
H -15.3134 1.9188 -10.6947 0.0145
H -16.4362 2.6520 -9.4413 -0.0003
H -15.9837 3.5775 -10.9120 0.0000
H -17.0026 -0.1934 -11.1137 -0.0017
H -18.7677 0.1495 -11.3063 0.0005
H -17.9426 0.3237 -9.7238 -0.0013
H -18.4120 3.9291 -10.8117 -0.0001
H -18.7859 2.6898 -9.5726 -0.0002
H -19.6186 2.7022 -11.2099 0.0001
C -12.7322 -0.3765 -7.7567 0.0003
C -13.2998 -1.3648 -8.7661 0.0040
O -13.7397 -0.8220 -9.9072 0.0283
C -14.6335 -1.9327 -8.1391 0.0007
F -14.3959 -2.5354 -6.8948 0.0000
F -15.2341 -2.8518 -8.8867 0.0004
F -15.5419 -0.9545 -7.8951 0.0000
C -12.2575 -2.5170 -9.1702 0.0005
F -12.9232 -3.3381 -10.0090 0.0000
F -11.8163 -3.2644 -8.0919 0.0000
F -11.1393 -2.0794 -9.8497 0.0000
H -13.5207 0.3709 -7.5293 0.0001
H -11.8822 0.0843 -8.2637 0.0000
H -12.3299 -0.8731 -6.8567 -0.0001
C -10.7130 -6.6039 -15.5752 0.0000
N -10.8970 -5.1846 -15.4034 0.0001
C -10.8133 -4.7511 -14.0327 -0.0002
P -11.1182 -4.0562 -16.6171 -0.0003
O -11.6900 -2.7849 -16.0890 0.0016
N -12.1295 -4.9479 -17.6450 0.0001
C -11.8756 -5.2271 -19.0949 0.0000
C -13.4385 -5.2814 -17.1606 0.0001
N -9.7208 -3.9801 -17.4784 0.0000
C -9.2149 -2.6923 -18.0656 -0.0001
C -8.8531 -5.1341 -17.7125 0.0000
H -11.5975 -7.1112 -15.1612 0.0000
H -9.8434 -6.9045 -14.9895 0.0000
H -10.5399 -6.9645 -16.6016 0.0000
H -10.8740 -3.6600 -13.9443 -0.0001
H -9.9189 -5.1262 -13.4944 0.0000
H -11.6166 -5.1852 -13.4466 0.0000
H -12.1134 -6.3139 -19.2652 0.0000
H -10.8409 -5.1187 -19.3471 0.0000
H -12.4789 -4.5358 -19.6944 0.0000
H -13.3964 -5.3664 -16.0724 0.0000
H -13.8172 -6.2155 -17.5767 0.0000
H -14.1807 -4.4956 -17.4052 -0.0001
H -9.8591 -1.8803 -17.6421 0.0000
H -9.3811 -2.6436 -19.1532 0.0000
H -8.1819 -2.5516 -17.7464 0.0000
H -9.4111 -6.0563 -17.8305 0.0000
H -8.1260 -5.2472 -16.8710 0.0000
H -8.2433 -4.8595 -18.6377 0.0000